{
  "formula": "C56H61N3O3P3RhSSbSe2",
  "method": "ωB97M-V with the def2-TZVPD basis set",
  "symbols": ["Rh", "Se", "P", "C", "C", "C", "C", "C", "C", "C", "C", "C", "C", "C", "C", "C", "C", "N", "N", "N", "P", "Se", "C", "C", "C", "C", "C", "C", "C", "C", "C", "C", "C", "C", "H", "H", "H", "H", "H", "H", "H", "H", "H", "H", "H", "H", "H", "H", "H", "H", "H", "H", "H", "H", "O", "S", "O", "O", "C", "C", "C", "C", "C", "C", "P", "C", "C", "C", "C", "C", "C", "C", "C", "C", "C", "C", "C", "H", "H", "H", "H", "H", "H", "H", "H", "H", "H", "H", "H", "H", "H", "C", "C", "C", "C", "Sb", "C", "C", "C", "C", "C", "C", "C", "C", "H", "H", "H", "H", "H", "H", "H", "H", "H", "H", "H", "H", "H", "H", "H", "H", "H", "H", "H", "H", "H", "H", "H", "H", "H", "H", "H"],
  "positions_angstrom": [[-0.19057, -0.28739, -0.13031], [5.15010, -1.99779, 4.09000], [3.53728, -3.21213, 3.51682], [2.48864, -3.68016, 4.91588], [2.11980, -2.66119, 5.79096], [1.28855, -2.93741, 6.86247], [0.83425, -4.23280, 7.07226], [1.20093, -5.24793, 6.20176], [2.02141, -4.97314, 5.11676], [4.06145, -4.71607, 2.65847], [3.92556, -4.84684, 1.27987], [4.43667, -5.96427, 0.63582], [5.07884, -6.95420, 1.36429], [5.22402, -6.82172, 2.73923], [4.72780, -5.70167, 3.38403], [2.29769, -2.51359, 2.38954], [2.16998, -1.42126, 1.53364], [0.89696, -1.49368, 1.06093], [0.29935, -2.55166, 1.57078], [1.12501, -3.18195, 2.35807], [3.15532, -0.01871, 1.02114], [1.65860, 1.25912, -0.00693], [3.76430, 0.79022, 2.50140], [2.89188, 0.95819, 3.57363], [3.33097, 1.59633, 4.71737], [4.63165, 2.08017, 4.78440], [5.49101, 1.93487, 3.70601], [5.06008, 1.29282, 2.55574], [4.60032, -0.40244, 0.02420], [4.94321, 0.33116, -1.12840], [6.31391, 0.40509, -1.42378], [7.20934, -0.51201, -0.90748], [6.76618, -1.46494, 0.00470], [5.48684, -1.35628, 0.52392], [2.50349, -1.65841, 5.63751], [1.00356, -2.14539, 7.54276], [0.19590, -4.45124, 7.91822], [0.84506, -6.25666, 6.36327], [2.28170, -5.76346, 4.42610], [3.42241, -4.07962, 0.70238], [4.33212, -6.06185, -0.43711], [5.47058, -7.82860, 0.86184], [5.73167, -7.58900, 3.30806], [4.86978, -5.58365, 4.45169], [1.87996, 0.57957, 3.51822], [2.66353, 1.71347, 5.56113], [4.97511, 2.57562, 5.68266], [6.50268, 2.31262, 3.76254], [5.73600, 1.16361, 1.72046], [4.43899, 1.29104, -1.22302], [6.64188, 1.13851, -2.14989], [8.25048, -0.48283, -1.20057], [7.43943, -2.21580, 0.39512], [5.21975, -1.97186, 1.37379], [-2.06618, 2.67087, -2.70191], [-1.08091, 1.67207, -2.43610], [0.28670, 2.11303, -2.27081], [-1.50443, 0.79766, -1.27151], [-1.00741, 0.53338, -3.78608], [-1.45648, 0.94672, -5.02973], [-1.28504, 0.12017, -6.12844], [-0.65603, -1.10874, -5.98207], [-0.21052, -1.51659, -4.73585], [-0.38695, -0.69899, -3.61848], [0.21545, -1.40039, -2.04935], [-0.68214, -2.95041, -1.85289], [-0.20878, -3.92853, -0.97600], [-0.94199, -5.08198, -0.75901], [-2.16508, -5.25345, -1.39251], [-2.65845, -4.27170, -2.24088], [-1.92453, -3.12057, -2.46991], [1.92917, -1.76771, -2.45709], [2.69812, -0.63753, -2.68733], [4.06996, -0.72305, -2.90636], [4.63231, -2.00829, -3.02248], [3.85618, -3.14098, -2.86288], [2.50107, -3.03176, -2.55731], [-1.93344, 1.91337, -5.11772], [-1.63647, 0.43743, -7.10085], [-0.51418, -1.75412, -6.83818], [0.27590, -2.47917, -4.63117], [0.72706, -3.79205, -0.45457], [-0.56239, -5.83779, -0.08486], [-2.74021, -6.15340, -1.21869], [-3.62022, -4.39831, -2.71930], [-2.31653, -2.35784, -3.13002], [2.24152, 0.34670, -2.64553], [4.39985, -0.03527, -3.68377], [5.69277, -2.10426, -3.22194], [4.30406, -4.12094, -2.96555], [1.90418, -3.92385, -2.42554], [-3.13411, 2.75857, 0.88764], [-3.87140, 1.44969, 1.16061], [-4.94260, 1.69514, 2.21924], [-4.52099, 0.92344, -0.11728], [-2.34928, -0.03207, 1.77080], [-3.43635, -1.93743, 2.08100], [-2.74400, -2.80234, 3.12717], [-4.87936, -1.70387, 2.51375], [-3.38741, -2.61948, 0.71822], [-1.48732, 0.60411, 3.70738], [-2.55428, 0.89201, 4.75636], [-0.65733, 1.85255, 3.41737], [-0.56336, -0.50773, 4.20123], [-3.84323, 3.47829, 0.46640], [-2.32836, 2.64320, 0.16420], [-2.73407, 3.19540, 1.80229], [-5.61740, 2.46862, 1.83704], [-4.53114, 2.06557, 3.15522], [-5.54644, 0.81702, 2.43224], [-5.26089, 1.65623, -0.45545], [-5.04721, -0.01835, 0.04357], [-3.79725, 0.79256, -0.91940], [-2.88222, -2.40216, 4.13231], [-1.68112, -2.93478, 2.93328], [-3.20971, -3.79422, 3.10851], [-4.94644, -1.12450, 3.43549], [-5.34359, -2.67723, 2.70719], [-5.47417, -1.20955, 1.74742], [-2.35788, -2.84595, 0.43329], [-3.84069, -2.01177, -0.06845], [-3.93526, -3.56710, 0.76675], [-3.11483, 1.79718, 4.53272], [-2.06951, 1.04569, 5.72709], [-3.25804, 0.06572, 4.87207], [-1.27812, 2.71483, 3.17872], [0.04169, 1.70519, 2.59028], [-0.06910, 2.10987, 4.30579], [-1.10206, -1.38387, 4.55044], [0.01867, -0.12368, 5.04789], [0.14258, -0.83756, 3.43780]],
  "mulliken_charge": [-0.0385, -0.2292, 1.1847, 0.4770, -0.3603, -0.5986, -0.6533, -0.7769, -0.4268, 0.3038, -0.0322, -0.7844, -0.6575, -0.7676, -0.5455, 0.1295, -0.6001, 1.3142, -0.4690, -0.4027, 0.8997, -0.0565, 0.6702, -0.1369, -0.4806, -0.8833, -0.7364, -0.9326, 0.8336, -0.7944, -0.7433, -0.7155, -0.9978, 0.0031, 0.2976, 0.4623, 0.4050, 0.4381, 0.4399, 0.1835, 0.4908, 0.4075, 0.4171, 0.5372, 0.2275, 0.4917, 0.4103, 0.4672, 0.2752, 0.5478, 0.4530, 0.4530, 0.5144, -0.0251, -0.7553, 1.4694, -0.7545, 0.6992, 0.1990, -0.6376, -0.7367, -0.7271, -0.5819, -0.1853, 3.0279, 0.8894, -0.2570, -1.1288, -0.7852, -0.8084, -1.1299, 0.8586, -1.8157, -0.1623, -0.9350, -0.7045, -0.5037, 0.5892, 0.4272, 0.4540, 0.4532, 0.4007, 0.5309, 0.4180, 0.4621, 0.4328, 0.7247, 0.5973, 0.4482, 0.5249, 0.5979, -1.6781, 1.6898, -1.5402, -1.6466, 0.6955, 2.3819, -2.1111, -1.9450, -2.1073, 1.9508, -1.6886, -1.7044, -2.0917, 0.4906, 0.0909, 0.3009, 0.5334, 0.2228, 0.2679, 0.5160, 0.2215, 0.0422, 0.3872, 0.3223, 0.6336, 0.3396, 0.5325, 0.3748, 0.1778, 0.2170, 0.6976, 0.3493, 0.4890, 0.2473, 0.3505, 0.2129, 0.3616, 0.2979, 0.6928, -0.0608],
  "e_above_lowest_ev": 0.000,
  "orbital_gap_ev": [5.62, 5.62],
  "lumo_ev": [-4.50, -4.50],
  "charge": 1
}